[1]
# C41H38CdN12O5S2

A molecular structure, C41H38CdN12O5S2 at a distorted geometry (ωB97M-V/def2-TZVPD, OMol25).

```
99
C41H38CdN12O5S2, DFT ωB97M-V/def2-TZVPD
Cd -0.4195 0.5118 -0.2207
N -1.6510 0.0323 1.5263
C -2.7492 -0.9108 1.2264
C -2.9119 -1.1350 -0.3368
O -3.9755 -1.7018 -0.6599
O -1.9688 -0.7382 -1.0695
H -1.0370 -0.2414 2.2955
H -1.9539 0.9401 1.8853
H -3.6856 -0.5372 1.6386
H -2.5285 -1.8835 1.6717
S -1.6929 2.7476 -0.4574
C -2.2841 3.1044 1.0722
N -3.5739 3.4561 1.4892
C -3.8461 3.4801 2.9062
C -2.6645 4.0400 3.6876
N -1.4325 3.3443 3.3945
C -0.4874 3.1602 4.4737
C -0.9082 2.0536 5.4138
C -1.3881 2.3361 6.6884
C -1.8047 1.3122 7.5331
C -1.7404 -0.0053 7.1079
C -1.2569 -0.2966 5.8372
C -0.8455 0.7273 4.9991
C -1.1785 2.9945 2.0831
S 0.2423 2.4418 1.3892
C -4.7016 3.5304 0.5905
C -5.7098 2.4212 0.7661
C -5.3616 1.1111 0.4630
C -6.2740 0.0799 0.6227
C -7.5560 0.3528 1.0888
C -7.9171 1.6594 1.3903
C -6.9958 2.6881 1.2279
H -4.0661 2.4518 3.2373
H -4.7260 4.1033 3.0925
H -2.8773 3.9822 4.7576
H -2.5142 5.0989 3.4235
H -0.3994 4.1111 5.0164
H 0.5037 2.9330 4.0781
H -1.4465 3.3636 7.0333
H -2.1805 1.5439 8.5235
H -2.0644 -0.8057 7.7630
H -1.2016 -1.3242 5.4990
H -0.4719 0.4890 4.0113
H -4.3614 3.5408 -0.4457
H -5.1853 4.5034 0.7697
H -4.3687 0.8871 0.0939
H -5.9797 -0.9344 0.3785
H -8.2718 -0.4523 1.2122
H -8.9174 1.8775 1.7496
H -7.2911 3.7058 1.4648
C -0.0292 -2.2079 -5.6158
N -0.0212 -1.3181 -4.4939
C 0.0929 -1.6354 -3.1745
N 0.1131 -0.5590 -2.4472
C -0.0382 0.4824 -3.4100
N -0.1278 0.0505 -4.6573
C 1.3143 -2.2954 -6.3063
C 1.3908 -2.3764 -7.6909
C 2.6229 -2.4812 -8.3276
C 3.7887 -2.5109 -7.5847
C 3.7322 -2.4437 -6.1933
C 2.4917 -2.3524 -5.5709
C 4.9696 -2.4444 -5.4167
N 6.1919 -2.5383 -5.8122
N 6.9842 -2.4172 -4.6804
C 6.1822 -2.2694 -3.6843
O 4.8780 -2.2870 -4.0675
C 6.4822 -2.0270 -2.2741
C 7.7865 -1.7137 -1.9046
C 8.0872 -1.4386 -0.5825
C 7.0874 -1.4684 0.3773
C 5.7746 -1.7788 0.0328
C 4.7399 -1.8265 1.1353
N 3.3741 -1.7974 0.6805
C 2.7100 -0.7779 0.1281
N 1.4635 -1.1239 -0.1061
C 1.4161 -2.3881 0.3597
N 2.5553 -2.8603 0.8429
C 5.4894 -2.0780 -1.2936
H -0.8031 -1.8514 -6.2997
H -0.3199 -3.2014 -5.2616
H 0.1736 -2.6512 -2.8138
H -0.0497 1.5350 -3.1735
H 0.4877 -2.3459 -8.2906
H 2.6721 -2.5304 -9.4087
H 4.7453 -2.5782 -8.0882
H 2.4471 -2.3041 -4.4885
H 8.5688 -1.6761 -2.6525
H 9.1042 -1.1958 -0.3001
H 7.3428 -1.2506 1.4091
H 4.8666 -0.9680 1.7999
H 4.8670 -2.7354 1.7226
H 3.1582 0.1779 -0.0893
H 0.5176 -2.9860 0.3428
H 4.4803 -2.3536 -1.5790
O 2.5180 0.0586 3.4020
C 1.7487 0.1522 2.4620
N 1.0186 0.2436 1.5356
O -0.9686 1.1928 -1.8730
```

Its energy above the lowest of the compared OMol25 structures with the same formula, charge and spin is 243.8 kcal/mol. The multiplicity is 1. The HOMO energy (spin up / spin down) comes out at 0.1 / 0.0 eV. As for the total charge: -2. Its largest force on an atom is 6.9 eV/A. The frontier orbital gap (spin up / spin down) comes out at 0.12489 / 0.12503 Eh.

[2]
# C24H34F2O4

6 unconnected molecules or ions with the total composition C24H34F2O4 at a distorted geometry (ωB97M-V/def2-TZVPD, OMol25).

```
64
C24H34F2O4, DFT ωB97M-V/def2-TZVPD
F -0.9190 0.1992 -0.3053
C 0.3772 0.0212 -0.6081
C 0.6987 -0.2976 -1.9219
C 2.0258 -0.2877 -2.3178
C 3.0198 -0.0013 -1.3770
C 2.7224 0.3138 -0.0511
C 1.3650 0.3123 0.3442
H -0.0418 -0.4711 -2.6886
H 2.4166 -0.4303 -3.3145
H 4.0703 0.0031 -1.6275
H 3.5043 0.5378 0.6594
H 1.1135 0.7416 1.3028
F -3.8208 -0.6586 3.6448
C -3.2672 -1.7608 3.0005
C -2.5466 -1.5195 1.8929
C -2.0185 -2.6180 1.2258
C -2.3559 -3.9070 1.6084
C -3.1689 -4.1522 2.6914
C -3.5585 -3.0539 3.4901
H -2.4313 -0.4963 1.5670
H -1.3386 -2.5437 0.3900
H -1.9613 -4.7654 1.0851
H -3.4441 -5.1512 2.9959
H -4.1015 -3.0838 4.4232
C -2.0105 2.9462 -3.5775
C -1.3754 2.7484 -4.9104
O -1.4640 3.6992 -5.6684
C -0.7854 1.3842 -5.3066
H -2.9759 2.4587 -3.7132
H -2.0964 3.9761 -3.2312
H -1.5231 2.4260 -2.7529
H -0.6006 1.3462 -6.3802
H -1.5418 0.6224 -5.1180
H 0.1422 1.0937 -4.8135
C 1.6757 -0.7563 4.2613
C 0.3442 -0.0945 4.3606
O 0.1269 0.9527 3.8115
C -0.8166 -0.7862 5.0936
H 2.0223 -1.0341 5.2567
H 2.5092 -0.1685 3.8767
H 1.5807 -1.6691 3.6732
H -1.6475 -0.0861 5.1805
H -0.4374 -1.1049 6.0645
H -1.1357 -1.6844 4.5649
C -3.6003 -0.8236 -1.6775
C -4.3687 -0.1983 -2.7981
O -3.7477 0.2659 -3.7419
C -5.8685 -0.0986 -2.6867
H -2.5458 -0.9273 -1.9332
H -4.0461 -1.7646 -1.3550
H -3.6937 -0.2069 -0.7836
H -6.1286 0.5944 -1.8866
H -6.2879 -1.0965 -2.5585
H -6.1544 0.4329 -3.5944
C 6.0552 2.9766 0.8215
C 6.6650 1.6281 0.7618
O 5.9660 0.6340 0.6821
C 8.1671 1.4403 0.4326
H 4.9837 2.7994 0.7283
H 6.4220 3.6772 0.0715
H 6.2925 3.3969 1.7988
H 8.2447 1.6051 -0.6421
H 8.4438 0.3991 0.5980
H 8.8715 2.0652 0.9817
```

The multiplicity is 2. The HOMO energy (spin up / spin down) comes out at 0.5 / -4.5 eV. As for the total charge: -1. Its largest force on an atom is 2.6 eV/A. The frontier orbital gap (spin up / spin down) comes out at 0.05775 / 0.23892 Eh.

[3]
# H8LiO4

A molecular structure, H8LiO4 (ωB97M-V/def2-TZVPD, OMol25).

```
13
H8LiO4, DFT ωB97M-V/def2-TZVPD
Li 0.0268 0.0618 0.2269
O -0.5711 0.9823 -1.4238
H -0.6976 1.8936 -1.7186
H -0.2542 0.4983 -2.2003
O -1.3474 0.7412 1.4683
H -0.9723 1.3838 2.0903
H -1.9443 0.1886 1.9913
O 1.9611 0.3952 0.3282
H 2.3137 0.9561 -0.3763
H 2.5869 -0.3350 0.4341
O -0.2230 -1.8962 -0.2094
H -0.2065 -2.6528 0.3923
H -0.6724 -2.2168 -1.0032
```

Its energy above the lowest of the compared OMol25 structures with the same formula, charge and spin is 1.4 kcal/mol. The multiplicity is 1. The HOMO energy comes out at -16.4 eV. As for the total charge: +1. Its largest force on an atom is 0.5 eV/A. The frontier orbital gap comes out at 0.47582 Eh.

[4]
# C4H6N2

C4H6N2 in the gas phase at a distorted geometry (ωB97M-V/def2-TZVPD, OMol25).

```
12
C4H6N2, DFT ωB97M-V/def2-TZVPD
C 1.7641 -0.9383 -0.5291
C 0.5731 -0.1717 -0.9358
C -0.5123 -0.2710 0.0490
N -1.5377 0.7584 -0.1334
C -1.8052 1.6402 0.8422
N -2.0930 2.4149 1.6598
H 2.2572 -1.4161 -1.3809
H 1.6808 -1.6261 0.3274
H 2.4514 -0.1220 -0.2364
H -0.9421 -1.2636 -0.2126
H -0.2130 -0.3555 1.1048
H -1.4419 1.1901 -1.0462
```

Its energy above the lowest of the compared OMol25 structures with the same formula, charge and spin is 98.9 kcal/mol. The multiplicity is 1. The HOMO energy comes out at -9.3 eV. Its largest force on an atom is 1.1 eV/A. The frontier orbital gap comes out at 0.32415 Eh.

[5]
# C13H21AlFHgINO2

A molecular structure, C13H21AlFHgINO2 at a distorted geometry (ωB97M-V/def2-TZVPD, OMol25).

```
41
C13H21AlFHgINO2, DFT ωB97M-V/def2-TZVPD
C 2.3090 -2.5787 0.6035
C 2.3364 -0.9958 0.3623
O 3.6451 -0.4716 0.5356
C 1.2967 -0.2458 1.2842
Al 1.1286 1.7509 0.7059
I 3.0619 2.9566 2.0081
C -0.6157 2.5746 1.3943
C -1.8101 2.5367 0.3688
C -1.9197 1.2156 -0.4715
C -2.5638 0.0467 0.3611
N -2.1937 -1.2952 -0.1317
C -3.1554 -2.3153 -0.1389
C -2.4960 -3.5100 -0.6257
C -1.0854 -3.2206 -0.9572
C -1.0159 -1.7811 -0.6141
C 1.5293 2.0631 -1.2568
C 1.7543 3.5694 -1.6262
O 2.3632 3.8280 -2.6023
F 1.2765 4.5588 -0.7827
H 2.3370 -3.1402 -0.3698
H 3.2134 -2.8461 1.2033
H 1.4078 -2.8978 1.1830
H 2.0644 -0.8464 -0.7189
H 3.9744 -0.8289 1.3794
H 1.7493 -0.2466 2.3192
H 0.2997 -0.7542 1.3654
H -0.3862 3.6557 1.6127
H -0.8956 2.0756 2.3588
H -1.8386 3.4584 -0.2734
H -2.7571 2.5958 0.9879
H -2.6292 1.4340 -1.3211
H -0.9652 0.8674 -0.9317
H -2.2309 0.1767 1.4323
H -3.6855 0.0948 0.3815
H -4.2045 -2.1687 0.1782
H -2.9671 -4.5092 -0.7479
H -0.2901 -3.8895 -1.3658
H -0.1426 -1.1104 -0.7142
H 2.5158 1.5590 -1.4696
H 0.7993 1.6204 -1.9782
Hg 0.7860 -2.9859 -2.9279
```

The multiplicity is 1. The HOMO energy comes out at -11.3 eV. As for the total charge: +1. Its largest force on an atom is 4.6 eV/A. The frontier orbital gap comes out at 0.09650 Eh.

[6]
# C5H6O2

C5H6O2 in the gas phase at a distorted geometry (ωB97M-V/def2-TZVPD, OMol25).

```
13
C5H6O2, DFT ωB97M-V/def2-TZVPD
C 1.0937 -0.9217 0.0404
C 0.5553 1.3839 -0.5002
C 0.5795 -0.5115 1.3891
C -0.1153 -0.1323 0.0179
C -1.4300 -0.2321 -0.6501
O 1.8654 -1.5419 -0.6415
O 1.4490 1.8421 0.1568
H 0.0929 1.6945 -1.4352
H 0.1931 -1.0157 2.2967
H 1.1262 0.3485 1.6922
H -1.3925 -0.7807 -1.5701
H -1.9274 0.7164 -0.8820
H -2.0898 -0.8495 0.0860
```

Its energy above the lowest of the compared OMol25 structures with the same formula, charge and spin is 74.4 kcal/mol. The multiplicity is 1. The HOMO energy comes out at -9.2 eV. Its largest force on an atom is 4.5 eV/A. The frontier orbital gap comes out at 0.35549 Eh.

[7]
# C7H7Br21

A molecular structure, C7H7Br21 (ωB97M-V/def2-TZVPD, OMol25).

```
35
C7H7Br21, DFT ωB97M-V/def2-TZVPD
C 7.5595 1.6327 -30.7122
Br 8.3294 2.7480 -29.3685
Br 8.6144 0.0585 -30.9557
Br 7.3428 2.5857 -32.3588
H 6.5710 1.3334 -30.3948
C 12.1202 3.2702 -26.0124
Br 12.8505 1.8108 -25.0005
Br 10.2833 2.9898 -26.4506
Br 13.2257 3.6403 -27.5330
H 12.1521 4.1427 -25.3760
C 7.7669 7.6789 -22.2930
Br 7.8177 9.5100 -22.8627
Br 6.9497 7.4905 -20.5727
Br 9.5001 6.8774 -22.3656
H 7.1356 7.1674 -23.0050
C 10.7859 5.7065 -30.0448
Br 9.0773 6.0517 -30.8797
Br 12.0260 7.1211 -30.4136
Br 11.4762 4.0089 -30.5879
H 10.6179 5.6844 -28.9767
C 7.7703 9.1629 -29.0685
Br 7.0480 9.8147 -27.4109
Br 9.5391 9.8130 -29.3126
Br 6.6152 9.6185 -30.5335
H 7.7769 8.0831 -29.0220
C 7.4349 5.2631 -26.6459
Br 8.8603 6.5454 -26.9059
Br 5.8092 5.9183 -27.4070
Br 7.2466 4.8980 -24.7717
H 7.7320 4.3484 -27.1413
C 4.7977 2.4618 -26.4011
Br 4.7254 2.4823 -28.3190
Br 6.0911 1.1663 -25.8061
Br 3.0719 2.0619 -25.6702
H 5.1310 3.4328 -26.0643
```

Its energy above the lowest of the compared OMol25 structures with the same formula, charge and spin is 0.0 kcal/mol. The multiplicity is 1. The HOMO energy comes out at -10.1 eV. Its largest force on an atom is 0.5 eV/A. The frontier orbital gap comes out at 0.35046 Eh.

[8]
# C21H32AlN7O2Si

A molecular structure, C21H32AlN7O2Si at a distorted geometry (ωB97M-V/def2-TZVPD, OMol25).

```
64
C21H32AlN7O2Si, DFT ωB97M-V/def2-TZVPD
Al -0.2894 -0.0373 0.0064
C 3.8288 0.3061 -3.5863
C 4.3840 0.6292 -2.3584
C 3.5748 0.7992 -1.2504
C 2.1989 0.6609 -1.3767
C 1.6423 0.3027 -2.5962
C 2.4597 0.1239 -3.7000
N 1.3334 0.9559 -0.2654
N 2.0108 0.6303 0.9589
C 1.2583 0.3926 1.9776
C 1.8343 0.3061 3.2884
C 1.0339 0.2826 4.3773
C -0.3784 0.3035 4.2101
C -0.8927 0.2609 2.9608
N -0.1183 0.2466 1.8337
H 4.4709 0.1904 -4.4439
H 5.4491 0.7644 -2.2575
H 3.9937 1.0316 -0.2862
H 0.5635 0.1926 -2.6750
H 2.0308 -0.1445 -4.6529
H 2.9088 0.3159 3.3533
H 1.4444 0.2640 5.3747
H -1.0214 0.3564 5.0718
H -1.9603 0.2495 2.7824
C -0.6317 3.1465 0.3101
Si 1.1865 2.8766 -0.2086
C 2.5288 3.4513 0.9950
C 1.4136 3.5509 -1.9673
H -0.7745 4.1607 0.6688
H -0.9555 2.4712 1.1000
H -1.2813 3.0113 -0.5512
H 2.7374 4.5082 0.8597
H 3.4560 2.9112 0.8354
H 2.2472 3.2993 2.0319
H 1.1598 4.6076 -1.9801
H 0.7831 3.0539 -2.6995
H 2.4436 3.4681 -2.3033
C 0.8195 -3.9221 1.0576
N 0.6501 -3.8724 -0.3762
C 0.9468 -5.0955 -1.0917
C 0.3245 -2.7989 -1.0250
O 0.0473 -1.6721 -0.5059
H 1.8604 -4.1458 1.3000
H 0.1943 -4.7125 1.4765
H 0.5587 -2.9652 1.5065
H 0.6352 -5.9587 -0.5072
H 2.0196 -5.1713 -1.2710
H 0.4325 -5.1216 -2.0496
H 0.2807 -2.8901 -2.1137
C -6.0716 -0.4135 -0.1063
N -4.6331 -0.2908 -0.1676
C -3.9438 0.4567 -1.1956
C -2.5178 0.2443 -0.7750
O -1.4709 0.6673 -1.2914
N -2.4651 -0.4917 0.3224
C -3.7412 -0.8066 0.6756
N -4.0298 -1.5491 1.7278
H -6.4912 0.0705 -0.9848
H -6.4810 0.0716 0.7826
H -6.3705 -1.4617 -0.1204
H -4.2193 1.5168 -1.1854
H -4.1467 0.0655 -2.1994
H -3.2766 -1.8941 2.3018
H -4.9849 -1.7613 1.9766
```

Its energy above the lowest of the compared OMol25 structures with the same formula, charge and spin is 24.6 kcal/mol. The multiplicity is 1. The HOMO energy comes out at -12.6 eV. As for the total charge: +2. Its largest force on an atom is 2.0 eV/A. The frontier orbital gap comes out at 0.26235 Eh.

Which formula does entry 6 have? C5H6O2

Look up the multiplicity of the eighth one. 1

What did the sixth record say?
# C5H6O2

C5H6O2 in the gas phase at a distorted geometry (ωB97M-V/def2-TZVPD, OMol25).

```
13
C5H6O2, DFT ωB97M-V/def2-TZVPD
C 1.0937 -0.9217 0.0404
C 0.5553 1.3839 -0.5002
C 0.5795 -0.5115 1.3891
C -0.1153 -0.1323 0.0179
C -1.4300 -0.2321 -0.6501
O 1.8654 -1.5419 -0.6415
O 1.4490 1.8421 0.1568
H 0.0929 1.6945 -1.4352
H 0.1931 -1.0157 2.2967
H 1.1262 0.3485 1.6922
H -1.3925 -0.7807 -1.5701
H -1.9274 0.7164 -0.8820
H -2.0898 -0.8495 0.0860
```

Its energy above the lowest of the compared OMol25 structures with the same formula, charge and spin is 74.4 kcal/mol. The multiplicity is 1. The HOMO energy comes out at -9.2 eV. Its largest force on an atom is 4.5 eV/A. The frontier orbital gap comes out at 0.35549 Eh.

multiplicity of number 6 (C5H6O2)? 1